This record from the Open Molecules 2025 dataset describes a molecular structure, C4H8O2. The level of theory is the ωB97M-V functional and the def2-TZVPD basis.

Last column: Löwdin charge in e.
Element x y z (Å)
C1 0.467 -1.065 1.350  -0.042
C2 0.733 -0.140 0.173  -0.457
O1 0.699 -0.823 -1.046  -0.184
C3 -0.362 0.933 -0.016  -0.217
C4 -0.492 1.226 -1.439  0.003
O2 -1.491 0.247 -0.697  0.009
H1 -0.511 -1.550 1.248  0.083
H2 1.227 -1.850 1.380  0.083
H3 0.487 -0.519 2.301  0.082
H4 1.688 0.392 0.323  0.149
H5 -1.036 -0.629 -0.940  0.143
H6 -0.719 1.550 0.805  0.153
H7 0.382 0.128 -1.720  0.108
H8 -1.074 2.101 -1.722  0.087

Summary:
- Highest occupied orbital energy: -8.9235 eV
- Energy: -307.53471 hartree
- Orbital gap: 9.88 eV